[1]
# C4H7NOS

A single C4H7NOS molecule (wB97M-V/def2-TZVPD, the OMol25 dataset).

```
14
Properties=species:S:1:pos:R:3:mulliken_charge:R:1
S 1.636 -0.649 0.379 -0.10
O -0.667 0.144 1.679 -0.25
N -1.388 0.967 0.671 -0.42
C -0.993 -1.093 -0.403 -0.53
C -0.054 -0.957 0.792 -0.08
C -1.404 0.412 -0.440 -0.06
C 1.947 1.057 -0.040 -0.95
H -0.008 -1.753 1.476 0.34
H -1.865 0.554 -1.385 0.38
H -2.068 -1.624 -0.648 0.29
H 2.868 1.340 -0.232 0.44
H -0.549 -1.317 -1.318 0.35
H 1.316 1.192 -0.985 0.23
H 1.230 1.728 0.453 0.35
```

The SMILES is CS[C@@H]1CC=NO1. As for the molecular weight: 117.2 g mol⁻¹. The frontier orbital gap is 9.36 eV. The largest force on an atom comes out at 0.1713 hartree/bohr. The relative energy (zero: lowest compared OMol25 entry of this formula, charge and spin) is 107.7 kcal/mol. The calculation puts the lowest unoccupied orbital energy at 0.67 eV.



[2]
# C4H11ClSi

2 unconnected molecules or ions with the total composition C4H11ClSi (wB97M-V/def2-TZVPD, the OMol25 dataset).

```
17
Properties=species:S:1:pos:R:3:mulliken_charge:R:1
Cl -0.512 0.225 -2.769 -0.23
Si 1.251 -0.581 -2.395 0.55
C -1.172 -0.496 0.332 -0.97
C -1.148 -0.107 1.570 0.23
C 2.117 -0.017 -0.806 -0.67
C -1.775 1.203 2.128 -1.07
H -0.904 1.750 2.668 0.23
H 1.193 -2.148 -2.269 -0.10
H -0.743 -0.687 2.385 0.34
H 1.971 -0.268 -3.592 -0.19
H 1.245 -0.100 -0.011 0.08
H -2.032 1.739 1.330 0.38
H -0.874 -1.561 0.334 0.31
H 2.479 0.949 -0.664 0.39
H -2.512 0.803 2.869 0.29
H -1.571 0.120 -0.458 0.23
H 2.988 -0.824 -0.653 0.21
```

The SMILES is C[SiH2]Cl.C=CC. As for the molecular weight: 122.7 g mol⁻¹. The frontier orbital gap is 10.66 eV. The largest force on an atom comes out at 0.1218 hartree/bohr. The relative energy (zero: lowest compared OMol25 entry of this formula, charge and spin) is 75.3 kcal/mol. The calculation puts the lowest unoccupied orbital energy at 0.90 eV.



[3]
# C6H19NSi2

A molecular structure, C6H19NSi2 (wB97M-V/def2-TZVPD, the OMol25 dataset).

```
28
Properties=species:S:1:pos:R:3:mulliken_charge:R:1
Si 2.584 -1.929 -0.166 0.28
Si 0.139 -0.243 -0.172 -0.12
N 1.470 -0.877 0.685 -0.11
C -2.609 -0.176 -0.568 -1.68
C 0.257 2.559 1.218 -1.34
C -1.687 -2.284 -0.130 -1.58
C 1.439 2.075 -0.952 -1.54
C -1.664 -0.874 0.249 0.72
C 0.153 1.780 -0.076 0.50
H 3.677 -0.967 -0.238 -0.12
H -2.594 -2.691 0.242 0.48
H -0.866 -2.863 0.229 0.38
H 1.102 2.213 1.756 0.34
H 1.265 1.754 -1.968 0.42
H -3.576 -0.743 -0.544 0.40
H 0.338 -0.525 -1.575 -0.11
H 2.762 -3.331 0.481 -0.11
H 1.257 -1.065 1.599 0.33
H -0.752 2.062 -0.706 0.25
H 1.915 3.062 -1.078 0.37
H 1.972 -2.177 -1.517 -0.07
H -2.797 0.816 -0.261 0.37
H -2.300 -0.207 -1.601 0.38
H -1.928 -0.784 1.282 0.37
H -1.622 -2.412 -1.296 0.27
H -0.656 2.352 1.836 0.31
H 2.194 1.353 -0.750 0.30
H 0.191 3.715 1.007 0.34
```

As for the molecular weight: 161.4 g mol⁻¹. The frontier orbital gap is 9.60 eV. The largest force on an atom comes out at 0.0730 hartree/bohr. The relative energy (zero: lowest compared OMol25 entry of this formula, charge and spin) is 79.7 kcal/mol. The calculation puts the lowest unoccupied orbital energy at 0.85 eV.